Entry 1:
21
Properties=species:S:1:pos:R:3 method="wB97M-V/def2-TZVPD" homo_lumo_gap_ha="0.35269 / 0.23325" lumo_ev="1.08 / -2.15" multiplicity=2 charge=0 e_homo_ev="-8.522 / -8.492"
O 0.956 2.386 -0.635
N -0.460 1.746 1.112
N 0.034 -0.394 -1.378
C -1.220 -1.919 0.138
C 0.779 2.412 0.705
C 1.314 -1.098 -1.295
C -0.544 0.264 1.015
C -0.952 -0.443 -0.273
H 2.002 -0.839 -0.379
H 0.251 0.673 -1.502
H -0.937 2.140 0.301
H -1.920 0.012 -0.605
H 0.815 3.449 1.147
H -1.609 -2.005 1.171
H 1.124 -2.146 -1.290
H 0.467 -0.103 1.430
H 1.935 -0.930 -2.175
H -0.233 -2.492 0.107
H -1.244 -0.117 1.757
H -2.007 -2.364 -0.499
H 1.450 1.767 1.150

=====

Entry 2:
49
Properties=species:S:1:pos:R:3 method="wB97M-V/def2-TZVPD" homo_lumo_gap_ha="0.31146 / 0.31841" lumo_ev="-7.05 / -6.84" multiplicity=2 charge=+2 e_homo_ev="-15.525 / -15.500"
Se -0.572 2.671 1.436
Ge -0.231 5.853 0.454
Ti 0.454 0.645 0.272
S -2.056 -1.074 -0.554
O 0.737 -2.676 1.069
O 0.539 -0.531 1.774
O -0.882 -0.063 -0.934
N 2.522 0.159 0.103
C 0.047 6.269 2.334
C 3.632 0.602 -0.505
C 0.672 2.740 2.944
C 4.627 -1.565 -0.336
C -3.520 -0.305 -1.267
C 1.143 -1.555 1.168
C -3.194 -2.225 -2.706
C 0.947 6.832 -0.740
C -2.100 5.957 -0.064
C -3.577 -0.750 -2.724
C 2.445 -1.135 0.486
C 0.313 3.922 0.208
C 4.712 -0.232 -0.719
C 3.464 -2.036 0.260
C -1.933 -2.346 -1.847
H 1.694 2.585 2.607
H 0.566 3.723 3.392
H 5.462 -2.232 -0.503
H 1.391 3.811 0.344
H -2.877 -0.164 -3.323
H -0.612 5.687 2.981
H -4.347 -0.707 -0.674
H -3.452 0.766 -1.079
H -0.183 7.319 2.513
H 0.715 7.896 -0.702
H -3.998 -2.819 -2.270
H 1.993 6.711 -0.460
H 0.040 3.605 -0.803
H -2.998 -2.621 -3.701
H -1.021 -2.083 -2.387
H -2.497 6.945 0.165
H 0.370 1.959 3.637
H -1.791 -3.303 -1.350
H 3.343 -3.065 0.567
H -2.215 5.793 -1.136
H 3.646 1.639 -0.814
H 0.821 6.504 -1.772
H -2.713 5.231 0.471
H 1.082 6.104 2.636
H 5.603 0.160 -1.189
H -4.576 -0.589 -3.127

=====

The following E values (in a.u.) correspond, in order, to the records above: -382.9178 -6593.1664.
The following energy relative to the best compared isomer or geometry (same formula, charge and spin) values (in kcal/mol) correspond, in order, to the records above: 59.09 15.04.
The following strongest force on any atom values (in eV Å⁻¹) correspond, in order, to the records above: 3.29 0.99.